Computed, not measured: a molecular structure, C39H102N9O21, with ωB97M-V/def2-TZVPD.

Results
**Charge**: +5
**Kohn-Sham gap**: 0.21526 Ha
**Total energy**: -3617.9411 Ha
**Highest occupied orbital energy**: -16.77 eV
**2S+1**: 1

Each line ends with the Löwdin charge.
Atoms and positions in Å:
C 1.7289 -4.8851 2.0448  -0.01
N 1.0974 -6.2634 1.8294  -0.32
C 2.1791 -7.2942 2.1625  0.04
C -0.0344 -6.3296 2.8590  0.03
C 0.6358 -6.3706 0.3130  -0.02
C -0.1211 -7.7694 0.0738  -0.14
O -1.5723 -7.5371 0.0457  -0.09
H 2.0244 -4.5844 3.0500  0.11
H 1.0353 -4.1030 1.7360  0.07
H 2.6536 -4.8111 1.4725  0.10
H 2.8849 -7.1412 1.3461  0.11
H 1.7033 -8.2726 2.0949  0.10
H 2.5381 -7.2188 3.1889  0.12
H 0.4023 -6.4375 3.8518  0.12
H -0.5628 -7.2335 2.5562  0.10
H -0.5953 -5.3972 2.7942  0.07
H 1.5301 -6.2596 -0.3003  0.11
H 0.0799 -5.4689 0.0560  0.11
H 0.0694 -8.5617 0.7977  0.12
H 0.1326 -8.2117 -0.8896  0.13
H -1.7869 -6.9405 -0.6752  0.07
C -3.0460 2.6956 -2.0206  0.03
N -3.7933 2.7327 -3.3921  -0.29
C -2.8463 3.0019 -4.5765  0.04
C -4.4663 1.3657 -3.5978  0.04
C -4.9445 3.8118 -3.3288  -0.06
C -4.8285 5.0568 -2.4719  -0.22
O -3.6754 5.6978 -2.9540  -0.07
H -2.6017 3.6731 -1.8328  0.07
H -2.3354 1.8691 -2.0199  0.07
H -3.8690 2.4809 -1.3390  0.10
H -2.1280 2.1830 -4.5373  0.10
H -2.3048 3.9328 -4.4082  0.09
H -3.3771 3.1750 -5.5126  0.12
H -5.1375 1.1968 -2.7557  0.09
H -3.6435 0.6508 -3.5923  0.09
H -4.8318 1.3143 -4.6234  0.12
H -5.7555 3.2669 -2.8456  0.13
H -5.2839 4.0191 -4.3436  0.15
H -4.6738 4.8468 -1.4136  0.11
H -5.6947 5.7128 -2.5583  0.15
H -3.3840 6.3663 -2.3296  0.09
C -1.0381 -0.3258 -1.2298  0.02
N -0.8195 -0.1792 0.2723  -0.25
C -1.6255 1.0629 0.7346  0.00
C -1.4751 -1.3239 1.0669  0.04
C 0.6706 -0.0058 0.6533  -0.07
C 1.6413 -0.9023 -0.0878  -0.20
O 1.2287 -2.2621 -0.2438  -0.07
H -2.1030 -0.3153 -1.4622  0.08
H -0.5697 -1.2478 -1.5743  0.08
H -0.5003 0.4939 -1.7061  0.09
H -1.2250 1.9561 0.2551  0.08
H -1.4646 1.2382 1.7983  0.10
H -2.6702 0.8734 0.4880  0.08
H -0.9263 -2.2371 0.8367  0.10
H -2.5477 -1.3115 0.8731  0.09
H -1.2525 -1.2083 2.1276  0.09
H 0.7589 -0.2100 1.7203  0.11
H 0.8800 1.0614 0.5803  0.11
H 2.6367 -0.6816 0.2976  0.11
H 1.6671 -0.5027 -1.1016  0.10
H 1.7887 -2.7346 -0.8641  0.03
C 8.0453 1.5250 -1.6830  -0.01
C 6.6002 1.0318 -1.8442  -0.27
C 6.2304 -0.2302 -1.0589  -0.15
O 5.9106 -0.1268 0.3447  -0.20
C 5.6168 -1.4002 0.9457  -0.06
N 5.7193 2.1661 -1.4034  0.21
H 4.7322 2.0883 -1.6027  0.10
H 5.8321 2.4315 -0.4355  0.15
H 5.9541 3.0359 -1.8599  0.17
H 8.1060 1.8617 -0.6481  0.09
H 8.3559 2.3631 -2.3069  0.10
H 8.7913 0.7556 -1.8821  0.11
H 6.2490 1.0097 -2.8758  0.16
H 7.0610 -0.9219 -1.1992  0.15
H 5.3484 -0.7039 -1.4901  0.12
H 5.8714 -2.2374 0.2958  0.08
H 4.5349 -1.3966 1.0784  0.06
H 6.1057 -1.5789 1.9034  0.10
C 2.7085 3.4539 1.2739  -0.01
C 2.8224 3.1203 2.8793  -0.20
C 3.0265 1.5698 3.2131  -0.14
O 3.5380 1.2629 4.5301  -0.17
C 2.5688 1.2657 5.5700  -0.06
N 4.0121 3.9896 3.2423  0.23
H 4.3029 3.9180 4.2069  0.18
H 4.8291 3.6402 2.7621  0.17
H 3.9301 4.9410 2.9134  0.16
H 1.7704 3.1659 0.7995  0.04
H 3.4856 2.9130 0.7338  0.06
H 2.7908 4.5267 1.0993  0.06
H 1.9483 3.5577 3.3618  0.14
H 3.6634 1.0042 2.5330  0.13
H 2.0293 1.1410 3.1144  0.10
H 3.0400 1.2781 6.5528  0.11
H 1.9440 0.3728 5.5481  0.08
H 1.8258 2.0455 5.4031  0.09
C -4.6835 1.4694 2.2359  0.04
C -3.9354 2.7749 2.3736  -0.29
O -3.3922 3.2850 1.3849  0.06
N -3.5588 3.3525 3.7490  0.12
H -4.4332 3.2753 4.2484  0.18
H -2.9945 2.5952 4.1072  0.12
C -2.9500 4.7558 3.7744  0.05
H -5.3558 1.1918 3.0477  0.12
H -3.9722 0.6691 2.0317  0.07
H -5.2620 1.5740 1.3180  0.10
H -3.3149 5.4291 2.9988  0.10
H -1.9769 4.4963 3.3575  0.08
H -2.8536 5.1221 4.7964  0.12
C -3.8558 -2.4600 3.4684  0.02
C -3.5875 -3.6815 2.6664  -0.33
O -2.7786 -4.5407 3.0126  0.13
N -4.5798 -4.0082 1.5451  0.12
H -5.4031 -4.3776 1.9986  0.19
H -4.8176 -3.1221 1.1226  0.07
C -4.0219 -4.8812 0.3729  0.06
H -3.1494 -2.2082 4.2595  0.10
H -4.7492 -2.5322 4.0887  0.12
H -4.0263 -1.5356 2.9165  0.06
H -4.8875 -5.1283 -0.2418  0.11
H -3.5441 -5.8061 0.6961  0.08
H -3.3658 -4.1956 -0.1633  0.09
C 0.3560 6.5909 -2.6190  0.05
C 0.7792 6.3692 -1.1621  -0.34
O 1.9480 6.1995 -0.7771  0.15
N -0.3245 6.5993 -0.1688  0.11
H 0.2190 7.0334 0.5635  0.18
H -0.9128 7.3079 -0.5836  0.17
C -1.1146 5.3407 0.2085  0.06
H 1.1698 6.2640 -3.2663  0.11
H 0.1149 7.6469 -2.7405  0.12
H -0.4783 6.0014 -2.9991  0.08
H -1.6977 5.6690 1.0689  0.09
H -0.4245 4.5324 0.4501  0.09
H -1.7648 5.1428 -0.6436  0.08
C 1.2840 -4.4471 -6.2044  0.04
C 0.5636 -3.1478 -6.1234  -0.36
O 0.3035 -2.4627 -7.0854  0.19
N 0.2068 -2.6099 -4.7115  0.09
H -0.6310 -2.0872 -4.9235  0.16
H -0.0545 -3.3777 -4.1097  0.17
C 1.3818 -1.8142 -4.0691  0.09
H 1.7243 -4.7420 -5.2519  0.09
H 2.1226 -4.4000 -6.8991  0.12
H 0.6790 -5.2982 -6.5169  0.12
H 0.9180 -1.4838 -3.1397  0.06
H 1.6317 -1.0620 -4.8173  0.12
H 2.0853 -2.6094 -3.8224  0.10
O -5.8376 -0.0895 -0.8369  0.12
C -5.1198 -1.1419 -0.6271  -0.85
O -4.3572 -1.6159 -1.5290  -0.04
O -5.1478 -1.4812 0.5683  -0.06
H -6.2126 -0.1737 0.0428  0.10
O 5.2199 -3.8699 -1.3899  0.09
C 4.0817 -4.5645 -1.3485  -0.89
O 4.0502 -5.7581 -1.0124  0.02
O 3.1679 -3.8050 -1.5551  -0.05
H 4.5826 -3.1649 -1.5255  0.03
O 1.2746 2.2603 -3.4299  0.13
C 1.5281 2.6249 -2.1804  -0.89
O 0.6046 2.9893 -1.4746  -0.02
O 2.7626 2.6053 -1.8685  -0.05
H 0.4561 2.5862 -3.0485  0.04
O -0.4481 -0.1073 4.1479  0.05
C -1.3950 0.1092 5.0463  -0.95
O -2.4899 0.5836 4.7140  -0.04
O -1.0987 -0.2322 6.1529  0.08
H -0.0131 -0.4596 4.9278  0.07

Computed, not measured: 12 unconnected molecules or ions with the total composition C39H102O36S11, with ωB97M-V/def2-TZVPD.

Results
**Kohn-Sham gap**: 0.34531 Ha
**Total energy**: -8635.6782 Ha
**Highest occupied orbital energy**: -9.46 eV
**2S+1**: 1

Each line ends with the Löwdin charge.
Atoms and positions in Å:
C 24.3501 -7.7520 -3.9039  -0.06
C 25.8537 -7.9282 -3.8794  -0.27
O 26.3545 -8.0713 -5.2347  -0.28
S 27.4432 -9.2181 -5.4421  0.54
C 28.7911 -8.5397 -4.5300  -0.10
O 27.0037 -10.4154 -4.8157  -0.26
O 27.7618 -9.2819 -6.8205  -0.25
H 23.9685 -7.8079 -2.8826  0.09
H 23.8375 -8.5490 -4.4394  0.09
H 24.0851 -6.8014 -4.3654  0.05
H 26.2956 -7.0295 -3.4388  0.12
H 26.1314 -8.7712 -3.2480  0.12
H 29.6406 -9.1993 -4.6681  0.08
H 28.5139 -8.3301 -3.5027  0.07
H 28.9808 -7.5766 -5.0108  0.06
C 23.2432 -3.0837 -8.4486  -0.05
C 23.8936 -3.5921 -9.7119  -0.25
O 22.8189 -3.8425 -10.6603  -0.25
S 23.1386 -4.7080 -11.9382  0.53
C 23.8026 -3.4114 -12.9291  -0.10
O 24.1557 -5.6494 -11.6474  -0.27
O 21.8998 -5.1037 -12.5183  -0.27
H 22.6051 -3.8248 -7.9660  0.07
H 22.6356 -2.2176 -8.7076  0.09
H 24.0075 -2.7935 -7.7250  0.08
H 24.5458 -2.8171 -10.1189  0.11
H 24.5017 -4.4850 -9.6202  0.09
H 24.0410 -3.8070 -13.9116  0.06
H 24.7216 -3.1018 -12.4322  0.06
H 23.0955 -2.5886 -12.9111  0.08
C 19.6113 -9.4115 -15.2662  -0.06
C 18.6344 -9.9447 -14.2593  -0.26
O 19.3612 -10.7717 -13.3255  -0.28
S 18.5144 -11.6765 -12.3382  0.54
C 18.4126 -13.1304 -13.3366  -0.11
O 19.3567 -11.9074 -11.2274  -0.25
O 17.2042 -11.1508 -12.1856  -0.26
H 20.2029 -10.2377 -15.6729  0.07
H 20.3470 -8.7434 -14.8170  0.07
H 19.0870 -8.9004 -16.0707  0.09
H 18.1774 -9.1040 -13.7302  0.13
H 17.8070 -10.5141 -14.6868  0.12
H 17.7352 -13.8117 -12.8234  0.08
H 19.4015 -13.5846 -13.3425  0.08
H 18.0688 -12.8951 -14.3374  0.07
C 22.5753 -11.2541 -6.6073  -0.05
C 22.7880 -11.5121 -8.0622  -0.27
O 23.7783 -12.5587 -8.2127  -0.25
S 23.3115 -13.9038 -8.8938  0.55
C 23.3123 -13.4194 -10.6044  -0.11
O 24.3215 -14.8804 -8.7262  -0.26
O 21.9659 -14.2171 -8.5347  -0.27
H 21.9077 -10.4312 -6.4006  0.07
H 23.5030 -11.1690 -6.0416  0.08
H 22.1076 -12.1765 -6.2402  0.09
H 21.8272 -11.7247 -8.5347  0.12
H 23.1753 -10.6619 -8.6293  0.10
H 22.5050 -12.7160 -10.7784  0.06
H 23.2997 -14.3573 -11.1516  0.07
H 24.2630 -12.9279 -10.7953  0.04
C 29.6676 -13.9621 -11.2394  -0.06
C 28.7351 -13.0570 -11.9993  -0.25
O 28.7356 -11.7831 -11.3033  -0.24
S 27.4375 -10.8881 -11.3321  0.56
C 26.6096 -11.5991 -9.9535  -0.10
O 27.8239 -9.5762 -10.9877  -0.25
O 26.6608 -11.1461 -12.5088  -0.28
H 29.5630 -13.8700 -10.1596  0.09
H 30.7161 -13.7597 -11.4702  0.08
H 29.4891 -15.0074 -11.4974  0.08
H 29.0403 -12.9104 -13.0304  0.12
H 27.7526 -13.5307 -11.9303  0.11
H 26.5393 -12.6746 -10.0970  0.07
H 25.6591 -11.1372 -9.6991  0.07
H 27.2757 -11.3705 -9.1180  0.08
C 28.2621 -6.7038 -8.3857  -0.05
C 27.6648 -5.3939 -8.8929  -0.25
O 28.4412 -4.9685 -10.0483  -0.23
S 27.6131 -4.8247 -11.3977  0.56
C 27.1019 -6.4806 -11.6701  -0.12
O 26.4766 -4.0250 -11.0938  -0.29
O 28.5209 -4.4364 -12.3975  -0.24
H 27.8598 -6.8853 -7.3869  0.05
H 29.3457 -6.6168 -8.3427  0.10
H 27.9802 -7.5172 -9.0500  0.06
H 26.5969 -5.5264 -9.0696  0.09
H 27.7609 -4.5787 -8.1758  0.10
H 26.5350 -6.8255 -10.8115  0.06
H 28.0048 -7.0955 -11.6426  0.07
H 26.6709 -6.5545 -12.6624  0.06
C 16.5587 -9.7066 -7.6585  -0.06
C 16.8865 -8.2324 -7.7294  -0.23
O 18.2235 -8.0180 -7.1856  -0.26
S 18.3725 -7.5744 -5.6962  0.51
C 18.4990 -5.8602 -5.8972  -0.13
O 17.2092 -7.9128 -4.9536  -0.26
O 19.6361 -8.0593 -5.2721  -0.27
H 17.2826 -10.2783 -8.2374  0.08
H 15.5970 -9.9284 -8.1284  0.08
H 16.5008 -10.0157 -6.6166  0.08
H 16.9541 -7.8953 -8.7628  0.12
H 16.1693 -7.6203 -7.1833  0.11
H 18.7685 -5.3503 -4.9791  0.05
H 17.5458 -5.5106 -6.2995  0.08
H 19.2285 -5.5631 -6.6487  0.07
C 22.8662 -11.1440 -14.8542  -0.05
C 24.0174 -11.9055 -14.2412  -0.23
O 24.2277 -13.1190 -15.0145  -0.25
S 25.2790 -14.1660 -14.4632  0.55
C 26.7810 -13.3518 -14.9157  -0.12
O 25.1741 -14.2089 -13.0504  -0.27
O 25.1220 -15.2967 -15.2997  -0.25
H 22.8859 -11.1816 -15.9463  0.09
H 22.9232 -10.0972 -14.5695  0.06
H 21.8990 -11.5451 -14.5450  0.07
H 24.9322 -11.3114 -14.2525  0.10
H 23.8187 -12.1914 -13.2111  0.10
H 26.9230 -12.4235 -14.3684  0.04
H 26.7176 -13.0957 -15.9717  0.08
H 27.5616 -14.0944 -14.7642  0.07
C 25.2042 -7.0754 -19.3372  -0.05
C 24.8630 -7.5640 -17.9398  -0.24
O 25.1161 -6.4840 -16.9961  -0.24
S 24.8757 -6.7967 -15.4850  0.53
C 23.1062 -6.6671 -15.4045  -0.11
O 25.1900 -8.1593 -15.2315  -0.27
O 25.4475 -5.7774 -14.6933  -0.24
H 26.2612 -7.1953 -19.5589  0.08
H 24.9145 -6.0355 -19.4692  0.08
H 24.6422 -7.7112 -20.0234  0.08
H 23.8241 -7.8795 -17.8343  0.11
H 25.4892 -8.4142 -17.6726  0.12
H 22.6013 -7.1392 -16.2426  0.06
H 22.9352 -5.5937 -15.5246  0.07
H 22.6948 -6.9710 -14.4470  0.05
C 25.4857 -5.3384 -5.2673  -0.06
C 26.5917 -4.3649 -4.9135  -0.22
O 27.8527 -4.9819 -5.2603  -0.26
S 29.1556 -4.0844 -5.3030  0.53
C 29.0800 -3.1734 -3.7923  -0.12
O 30.2903 -4.9153 -5.2683  -0.25
O 29.0225 -3.1803 -6.4045  -0.27
H 24.5211 -4.8403 -5.1246  0.09
H 25.4861 -6.2007 -4.5961  0.00
H 25.5291 -5.6930 -6.2979  0.09
H 26.4426 -3.4281 -5.4514  0.13
H 26.5789 -4.2130 -3.8332  0.12
H 30.0536 -2.7483 -3.5806  0.08
H 28.7652 -3.8798 -3.0252  0.07
H 28.3210 -2.4012 -3.8860  0.07
C 21.4280 -6.1472 -2.8269  -0.05
C 21.7153 -4.7338 -3.2540  -0.26
O 21.0852 -4.4798 -4.5340  -0.27
S 20.9459 -2.9539 -4.9272  0.53
C 19.7553 -2.3535 -3.7512  -0.11
O 22.1627 -2.2850 -4.6161  -0.27
O 20.3760 -2.8812 -6.2171  -0.25
H 20.3562 -6.3363 -2.8393  0.08
H 21.8963 -6.3736 -1.8711  0.09
H 21.8540 -6.8664 -3.5289  0.06
H 21.2542 -4.0821 -2.5023  0.11
H 22.7659 -4.4467 -3.2369  0.11
H 19.4224 -1.3998 -4.1540  0.08
H 20.2296 -2.2338 -2.7861  0.06
H 18.9121 -3.0409 -3.7371  0.07
C 24.6812 -7.9426 -7.9150  -0.07
O 23.8532 -6.8046 -7.7715  -0.18
C 22.5240 -7.1476 -7.4428  -0.18
C 21.7008 -7.2605 -8.6983  -0.17
O 21.8667 -8.5393 -9.3006  -0.13
C 21.2782 -8.5429 -10.5844  -0.18
C 21.7563 -9.8035 -11.2727  -0.19
O 23.1559 -9.9600 -11.3873  -0.18
C 23.8306 -8.8901 -12.0093  -0.08
H 24.7304 -8.5006 -6.9786  0.08
H 25.6363 -7.5707 -8.2624  0.07
H 24.3082 -8.6499 -8.6674  0.08
H 22.1325 -6.4258 -6.7217  0.12
H 22.4778 -8.1214 -6.9393  0.12
H 22.0635 -6.4909 -9.3955  0.12
H 20.6256 -7.0801 -8.5592  0.12
H 21.5506 -7.6290 -11.1225  0.11
H 20.1818 -8.6100 -10.5109  0.14
H 21.3378 -9.7745 -12.2911  0.11
H 21.3821 -10.6943 -10.7786  0.09
H 23.7201 -7.9832 -11.4086  0.07
H 23.5058 -8.6583 -13.0300  0.07
H 24.8891 -9.1457 -12.0112  0.09